Molecular formula: C50H43IrN6O4S3
Method: DFT, ωB97M-V/def2-TZVPD

Each line ends with the Löwdin charge.
Positions of all 107 atoms, in Å:
Ir -0.3999 -1.2027 -1.7186  1.682
N 0.7157 0.3497 -1.6816  -0.459
S 1.1682 1.7557 -1.3591  0.856
N 0.4104 2.5740 -0.2446  -0.339
S -0.1411 2.1001 1.1216  0.938
N -1.4591 1.2973 1.0688  -0.339
S -1.8231 -0.2439 1.0813  0.864
N -1.2117 -1.1618 0.0380  -0.419
C -1.4961 -0.9117 2.6620  -0.343
C -1.3850 -2.3009 2.7429  -0.060
C -1.1496 -2.8613 3.9868  -0.052
C -1.0307 -2.0459 5.1087  -0.030
C -1.1538 -0.6648 5.0041  -0.020
C -1.3948 -0.0786 3.7707  -0.055
C -3.5503 -0.1610 0.8598  -0.318
C -4.4011 -0.4795 1.9126  -0.034
C -5.7664 -0.4179 1.6719  -0.031
C -6.2382 -0.0599 0.4158  -0.021
C -5.3587 0.2439 -0.6222  -0.031
C -3.9948 0.1938 -0.4133  -0.055
C -0.5957 3.5938 1.8821  -0.336
C 0.3142 4.6487 1.8487  -0.057
C -0.0378 5.8241 2.4815  -0.024
C -1.2719 5.9286 3.1214  -0.011
C -2.1640 4.8643 3.1307  -0.023
C -1.8322 3.6719 2.5074  -0.043
C 1.0987 1.3404 2.0972  -0.317
C 1.7314 0.2108 1.5754  -0.084
C 2.7132 -0.3976 2.3319  -0.023
C 3.0502 0.1183 3.5823  -0.011
C 2.4034 1.2390 4.0871  -0.020
C 1.4126 1.8677 3.3458  -0.039
C 0.9592 2.8169 -2.7260  -0.317
C 0.9441 2.2259 -3.9846  -0.048
C 0.8675 3.0637 -5.0853  -0.033
C 0.8166 4.4419 -4.9107  -0.020
C 0.8341 5.0050 -3.6373  -0.031
C 0.9079 4.1935 -2.5207  -0.048
C 2.8735 1.7152 -0.9448  -0.328
C 3.4188 2.7244 -0.1575  -0.050
C 4.7738 2.6711 0.1217  -0.028
C 5.5497 1.6321 -0.3840  -0.021
C 4.9832 0.6395 -1.1759  -0.031
C 3.6294 0.6718 -1.4687  -0.053
H -1.4924 -2.9175 1.8579  0.117
H -1.0706 -3.9371 4.0854  0.128
H -0.8516 -2.4941 6.0784  0.129
H -1.0667 -0.0414 5.8855  0.128
H -1.5051 0.9958 3.6817  0.106
H -4.0271 -0.7647 2.8866  0.117
H -6.4600 -0.6575 2.4682  0.127
H -7.3062 -0.0209 0.2389  0.127
H -5.7400 0.5161 -1.5978  0.124
H -3.3006 0.4138 -1.2174  0.099
H 1.2687 4.5565 1.3449  0.105
H 0.6461 6.6627 2.4723  0.128
H -1.5411 6.8549 3.6125  0.130
H -3.1261 4.9625 3.6159  0.128
H -2.5255 2.8420 2.4836  0.109
H 1.4638 -0.1862 0.6011  0.067
H 3.2260 -1.2733 1.9493  0.119
H 3.8213 -0.3669 4.1675  0.129
H 2.6681 1.6322 5.0619  0.129
H 0.9042 2.7378 3.7390  0.123
H 0.9841 1.1512 -4.1003  0.108
H 0.8477 2.6395 -6.0804  0.125
H 0.7602 5.0882 -5.7780  0.127
H 0.7856 6.0798 -3.5163  0.126
H 0.9061 4.6159 -1.5236  0.108
H 2.8067 3.5331 0.2214  0.097
H 5.2273 3.4442 0.7290  0.126
H 6.6091 1.6004 -0.1641  0.127
H 5.5984 -0.1580 -1.5723  0.125
H 3.1723 -0.0945 -2.0828  0.110
O -2.0959 -0.8468 -3.0457  -0.118
C -1.7251 -1.7712 -3.8572  -0.538
O -0.6559 -2.3950 -3.4994  -0.148
C -2.4464 -2.0837 -5.0716  -0.155
C -3.5439 -1.3016 -5.4416  -0.004
C -4.2241 -1.5970 -6.6021  -0.045
C -3.8147 -2.6707 -7.3862  -0.028
C -2.7252 -3.4534 -7.0160  -0.041
C -2.0367 -3.1622 -5.8585  0.000
H -3.8464 -0.4688 -4.8209  0.120
H -5.0759 -0.9982 -6.8999  0.119
H -4.3485 -2.8978 -8.3013  0.122
H -2.4220 -4.2907 -7.6311  0.120
H -1.1867 -3.7614 -5.5578  0.123
O 1.6652 -3.1202 4.7930  -0.055
C 2.1895 -4.2697 4.1388  -0.201
N 1.8708 -4.1282 2.7413  0.108
C 2.8127 -4.2225 1.7620  -0.446
O 3.9933 -4.4189 1.9513  0.111
C 2.3245 -4.0203 0.3520  -0.093
C 2.9386 -4.7469 -0.6637  0.055
C 2.5263 -4.5673 -1.9705  0.011
C 1.5464 -3.6291 -2.2448  -0.085
N 0.9896 -2.8943 -1.2647  -0.080
C 1.3663 -3.0987 0.0126  -0.087
H 1.8704 -3.1911 5.7324  0.106
H 1.7313 -5.1740 4.5308  0.138
H 3.2677 -4.3439 4.2209  0.132
H 0.9020 -3.9987 2.5018  0.115
H 3.7193 -5.4517 -0.4067  0.145
H 2.9611 -5.1377 -2.7816  0.132
H 1.2050 -3.4427 -3.2499  0.106
H 0.8647 -2.4957 0.7629  0.083

Forces on atoms 1 to 6 (eV/Å):
Ir 0.0 0.0 0.5
N 0.3 0.4 -0.2
S 0.0 -0.2 -0.5
N -0.1 0.2 0.2
S 0.1 0.2 0.2
N -0.1 -0.1 -0.1

Output
Total charge: +3
Orbital gap (spin up / spin down) in eV: 8.2903 / 5.5955
Expectation value of S²: 8.77
Highest occupied orbital energy (spin up / spin down) in eV: -15.4 / -15.4
Spin multiplicity: 6

=====

Molecular formula: C17H12BrNO2PdS5Se
Method: DFT, ωB97M-V/def2-TZVPD

Each line ends with the Löwdin charge.
Positions of all 40 atoms, in Å:
Pd 0.6369 -0.8809 0.7173  0.291
O 5.9417 -1.3722 5.0882  -0.127
C 4.9996 -1.2078 4.3392  -1.073
S 3.3292 -1.5556 4.7707  0.910
C 2.5833 -1.0236 3.2601  -1.185
C 3.4260 -0.5920 2.2954  -1.181
S 2.9503 -0.1152 0.7143  0.424
S 5.1426 -0.5799 2.7001  0.913
S 0.8669 -1.0977 3.1340  0.505
C 1.2759 3.6122 0.1828  -0.247
S 0.1961 2.2109 0.5681  0.840
O -1.1208 2.8070 0.9512  -0.543
C 0.0191 1.6691 -1.1544  -0.406
C -1.2593 1.6405 -1.6796  -0.086
C -1.4470 1.2164 -2.9896  -0.086
C -0.3624 0.8179 -3.7557  -0.097
C 0.9179 0.8381 -3.2131  -0.084
C 1.1153 1.2654 -1.9092  -0.123
H 0.8013 4.2258 -0.5819  0.055
H 2.2426 3.2313 -0.1434  0.040
H 1.3811 4.1622 1.1181  0.044
H -2.0908 1.9122 -1.0403  0.107
H -2.4500 1.1663 -3.3955  0.100
H -0.5137 0.4626 -4.7678  0.093
H 1.7630 0.4929 -3.7949  0.101
H 2.1062 1.2418 -1.4708  0.054
Br -6.1177 -1.1034 -0.2101  0.602
C -4.2154 -1.0828 0.0780  -0.709
C -3.3801 -1.5941 -0.8977  -0.162
C -2.0024 -1.5613 -0.6792  -0.151
C -1.4354 -1.0267 0.4841  -0.280
C -2.3337 -0.5426 1.4425  -0.149
C -3.7164 -0.5599 1.2543  -0.162
H -3.7871 -2.0149 -1.8091  0.086
H -1.3537 -1.9716 -1.4467  0.060
H -1.9534 -0.1099 2.3617  0.070
H -4.3845 -0.1643 2.0092  0.085
Se 1.5579 -2.9048 -0.9275  0.451
C 0.6206 -4.4507 -0.8186  -0.946
N 0.0503 -5.4606 -0.7843  -0.034

Forces on atoms 1 to 6 (eV/Å):
Pd 0.2 -0.5 0.0
O 0.0 0.0 -0.1
C 0.1 0.0 0.2
S 0.0 0.1 -0.1
C -0.1 0.0 0.3
C 0.1 0.0 -0.1

Output
Total charge: -2
Orbital gap (spin up / spin down) in eV: 5.0629 / 5.5196
Expectation value of S²: 2.01
Highest occupied orbital energy (spin up / spin down) in eV: -1.0 / -1.5
Spin multiplicity: 3

=====

Molecular formula: C16H16Cl2N2O7P
Method: DFT, ωB97M-V/def2-TZVPD

Each line ends with the Löwdin charge.
Positions of all 44 atoms, in Å:
N 1.3859 4.0243 0.3175  0.230
C 0.4624 3.5645 -0.2421  -0.132
C -0.7003 3.0502 -0.8747  -0.074
C -1.6729 2.4537 -0.1310  -0.055
C -1.6278 2.4243 1.2712  -0.094
N -1.7256 2.5133 2.4389  0.254
C -3.0132 2.1720 -0.6981  -0.332
O -3.9112 1.7202 -0.0038  0.133
C -3.2005 2.4978 -2.1416  -0.590
Cl -4.7312 2.1549 -2.8032  0.765
C -2.2274 3.0964 -2.8888  -0.593
Cl -2.5068 3.6288 -4.4846  0.758
C -0.9051 3.4537 -2.2851  -0.347
O -0.0819 4.1358 -2.8767  0.115
C 1.8912 -0.1757 -3.5083  -0.085
C 1.7393 -0.0136 -2.0133  -0.274
O 1.6166 -1.3178 -1.4123  -0.237
P 0.8934 -1.5863 -0.0199  0.440
C 2.0971 -1.2670 1.1918  -0.134
C 2.0668 -0.4348 2.3430  -0.624
O 2.5793 -0.7379 3.4277  -0.023
O 1.4132 0.7673 2.1728  -0.074
C 0.6455 1.0574 3.3391  -0.281
C -0.5461 0.1387 3.5134  -0.098
O -0.4104 -0.9218 0.2034  -0.309
O 0.8378 -3.2016 -0.2005  -0.236
C -0.1075 -4.0079 0.5285  -0.284
C -0.1248 -5.4186 -0.0327  -0.096
H 1.8305 0.7952 -3.9995  0.067
H 2.8528 -0.6328 -3.7390  0.072
H 1.1046 -0.8184 -3.8989  0.074
H 2.6105 0.5020 -1.5903  0.121
H 0.8379 0.5582 -1.7598  0.093
H 2.8777 -2.0147 1.2538  0.053
H 1.2926 0.9785 4.2209  0.107
H 0.3061 2.0838 3.1959  0.073
H -1.3942 0.6969 3.9136  0.045
H -0.8376 -0.3097 2.5548  0.063
H -0.2939 -0.6518 4.2237  0.073
H 0.1869 -4.0403 1.5878  0.119
H -1.0997 -3.5479 0.4142  0.109
H -0.8409 -6.0314 0.5172  0.066
H -0.4227 -5.4389 -1.0859  0.072
H 0.8534 -5.8992 0.0608  0.072

Forces on atoms 1 to 6 (eV/Å):
N -2.3 -1.1 -1.5
C 2.8 1.1 1.6
C -0.7 -0.3 0.8
C 0.6 1.0 -1.1
C -0.2 0.0 4.1
N 0.0 0.1 -3.4

Output
Total charge: -1
Orbital gap in eV: 2.5037
Highest occupied orbital energy in eV: -3.4
Spin multiplicity: 1

=====

no.,total energy (Eh)
1,-3858.32567
2,-7954.57126
3,-2517.28274